{"formula": "C4H6O2", "method": "ωB97M-V/def2-TZVPD", "orbital_gap_ev": [7.90, 8.86], "relative_energy_kj_mol": 474.6, "homo_energy_ev": [-7.81, -8.09], "total_charge": 0, "spin_multiplicity": 1, "symbols": ["C", "C", "O", "C", "O", "C", "H", "H", "H", "H", "H", "H"], "coordinates": [[-0.2425, 0.8726, -0.5751], [0.8448, 1.2645, 0.4165], [0.7615, 1.0447, 1.6007], [-0.2789, -1.5142, 0.8508], [-0.9684, -1.4913, -0.2829], [-0.2525, -0.5697, -0.9895], [-0.1252, 1.4822, -1.4807], [-1.2017, 1.1273, -0.0970], [1.7507, 1.7500, -0.0014], [0.7935, -1.6324, 0.8207], [-0.8492, -1.5677, 1.7732], [-0.2247, -0.8046, -2.0502]], "forces_ev_per_angstrom": [[-0.10, 0.14, 0.04], [0.01, -0.21, 0.45], [0.11, 0.28, -0.52], [0.10, -0.58, 1.64], [0.02, 0.28, -0.63], [-0.28, 0.29, -1.09], [-0.05, -0.12, 0.16], [0.11, -0.09, -0.05], [-0.08, -0.04, 0.03], [-0.11, -0.07, -0.03], [0.14, 0.06, -0.14], [0.12, 0.06, 0.13]], "mulliken_charge": [-0.32, 0.03, -0.43, -0.55, -0.29, -0.41, 0.31, 0.28, 0.31, 0.38, 0.33, 0.35]}

=====

{"formula": "C4H6O2", "method": "ωB97M-V/def2-TZVPD", "orbital_gap_ev": [8.30, 8.29], "relative_energy_kj_mol": 464.4, "homo_energy_ev": [-9.40, -9.39], "total_charge": 0, "spin_multiplicity": 1, "symbols": ["C", "C", "C", "O", "C", "O", "H", "H", "H", "H", "H", "H"], "coordinates": [[1.5677, -0.1912, 0.0838], [0.0942, -0.0390, 0.0022], [-0.8783, 1.0205, 0.3671], [-2.0403, 0.5027, -0.1629], [-0.8565, -0.9212, -0.6407], [-0.9649, -1.7349, -1.5271], [2.0227, 0.5581, 0.7411], [1.8146, -1.1913, 0.4710], [2.0187, -0.1346, -0.9210], [-1.3414, -1.1077, 0.4244], [-0.5296, 1.8809, -0.2570], [-0.9070, 1.3577, 1.4191]], "forces_ev_per_angstrom": [[0.01, -0.04, 0.08], [-0.49, -0.03, -0.27], [-0.06, -0.05, 0.06], [0.61, -0.18, -0.11], [-0.05, -0.51, -0.20], [0.10, 0.85, 0.50], [-0.14, -0.17, -0.16], [-0.12, 0.23, -0.11], [-0.20, 0.00, 0.25], [0.27, 0.15, 0.14], [0.01, -0.15, 0.10], [0.06, -0.10, -0.27]], "mulliken_charge": [-1.16, 0.33, -0.20, -0.55, 0.35, -0.55, 0.34, 0.32, 0.29, 0.24, 0.30, 0.29]}

=====

{"formula": "C4H6O2", "method": "ωB97M-V/def2-TZVPD", "orbital_gap_ev": [7.98, 7.97], "relative_energy_kj_mol": 379.4, "homo_energy_ev": [-8.44, -8.43], "total_charge": 0, "spin_multiplicity": 1, "symbols": ["O", "C", "C", "C", "C", "O", "H", "H", "H", "H", "H", "H"], "coordinates": [[-0.5257, -1.5554, -1.0469], [-0.1604, -0.2050, -0.9338], [-1.1433, 0.6260, -0.3059], [0.9302, 0.1884, 0.0431], [0.6664, 0.1620, 1.4190], [-0.4656, 0.3091, 1.9127], [0.2125, -2.0722, -0.6984], [0.1600, 0.2264, -1.8942], [-1.1416, 1.6932, -0.4981], [-1.9582, 0.2009, 0.2648], [1.9045, 0.4623, -0.3530], [1.5211, -0.0355, 2.0908]], "forces_ev_per_angstrom": [[0.20, -0.15, 0.06], [-0.23, 0.39, 0.00], [-0.06, -0.03, -0.02], [0.22, -0.03, 0.16], [-0.10, 0.04, 0.00], [0.23, -0.05, -0.17], [-0.14, 0.02, -0.07], [-0.03, -0.07, 0.12], [0.03, -0.15, 0.00], [0.12, 0.05, -0.07], [-0.16, -0.05, 0.07], [-0.08, 0.03, -0.07]], "mulliken_charge": [-0.56, 0.46, -0.55, -0.85, 0.19, -0.56, 0.38, 0.23, 0.30, 0.25, 0.36, 0.35]}

=====

{"formula": "C4H6O2", "method": "ωB97M-V/def2-TZVPD", "orbital_gap_ev": 10.10, "relative_energy_kj_mol": 306.2, "homo_energy_ev": -9.28, "total_charge": 0, "spin_multiplicity": 1, "symbols": ["O", "C", "C", "C", "O", "C", "H", "H", "H", "H", "H", "H"], "coordinates": [[1.1682, 1.0743, -1.2297], [0.0226, 0.3045, -1.0715], [-0.1723, -0.8090, -0.1037], [0.2210, -0.3954, 1.3025], [-0.5167, 0.8286, 1.2529], [-1.0008, 0.5492, -0.0363], [1.9300, 0.5187, -1.0349], [-0.4894, 0.0519, -2.0079], [-0.2747, -1.8554, -0.3963], [-0.1998, -1.0839, 2.0448], [1.2730, -0.2021, 1.5336], [-1.9613, 1.0187, -0.2536]], "forces_ev_per_angstrom": [[0.31, -0.05, 0.19], [-0.19, -0.05, -0.03], [-0.10, -0.10, -0.03], [0.28, -0.12, 0.17], [0.19, 0.24, 0.05], [-0.36, 0.07, -0.17], [0.04, 0.09, -0.07], [0.26, 0.18, 0.07], [-0.39, 0.39, 0.02], [0.02, 0.24, -0.05], [0.02, -0.16, -0.13], [-0.06, -0.72, -0.02]], "mulliken_charge": [-0.54, -0.09, -0.44, -0.28, -0.39, -0.09, 0.31, 0.30, 0.37, 0.25, 0.20, 0.39]}

=====

{"formula": "C4H6O2", "method": "ωB97M-V/def2-TZVPD", "orbital_gap_ev": 10.57, "smiles": "O=C[C@@H]1C[C@@H]1O", "relative_energy_kj_mol": 177.1, "homo_energy_ev": -9.77, "total_charge": 0, "spin_multiplicity": 1, "symbols": ["O", "C", "C", "C", "C", "O", "H", "H", "H", "H", "H", "H"], "coordinates": [[0.1730, 0.2555, 1.7155], [0.8609, 0.1227, 0.5057], [0.5627, -0.9655, -0.4690], [0.0573, 0.4337, -0.7343], [-1.3688, 0.6988, -0.3798], [-1.9176, 1.7623, -0.5215], [-0.0356, -0.6144, 2.0709], [1.8843, 0.4870, 0.5555], [1.3868, -1.3371, -1.0716], [-0.1819, -1.7193, -0.2138], [0.4806, 1.0463, -1.5254], [-1.9015, -0.1700, 0.0678]], "forces_ev_per_angstrom": [[-0.02, -0.27, 0.18], [0.23, 0.05, -0.16], [0.02, -0.18, 0.03], [-0.07, 0.19, -0.08], [-0.19, 0.29, -0.13], [0.19, -0.44, -0.10], [0.14, 0.02, 0.03], [-0.16, -0.02, -0.05], [-0.16, 0.08, 0.11], [0.09, 0.18, 0.02], [-0.05, -0.08, 0.20], [-0.01, 0.18, -0.05]], "mulliken_charge": [-0.53, -0.02, -0.76, 0.04, -0.03, -0.48, 0.33, 0.30, 0.25, 0.25, 0.41, 0.24]}

=====

{"formula": "C4H6O2", "method": "ωB97M-V/def2-TZVPD", "orbital_gap_ev": 10.91, "smiles": "C1OCC12CO2", "relative_energy_kj_mol": 279.8, "homo_energy_ev": -9.94, "total_charge": 0, "spin_multiplicity": 1, "symbols": ["C", "O", "C", "C", "O", "C", "H", "H", "H", "H", "H", "H"], "coordinates": [[-1.0943, -1.2100, 0.3412], [-1.6556, 0.0481, -0.0312], [-0.2570, -0.0767, -0.0356], [0.6559, 0.7361, 0.8591], [1.4415, 1.1374, -0.2732], [0.6261, 0.3910, -1.1931], [-1.2979, -2.0487, -0.3213], [-1.1792, -1.4309, 1.4079], [1.2447, 0.1464, 1.5732], [0.1622, 1.5700, 1.3705], [0.0947, 1.0505, -1.8909], [1.2143, -0.3431, -1.7567]], "forces_ev_per_angstrom": [[0.08, -0.27, 0.03], [-0.18, 0.20, 0.01], [0.18, 0.01, 0.06], [-0.11, 0.01, 0.35], [0.14, 0.10, -0.03], [-0.15, -0.18, -0.27], [0.08, 0.20, -0.05], [0.05, -0.05, -0.21], [-0.07, 0.12, -0.07], [0.12, -0.01, -0.08], [0.03, -0.13, 0.10], [-0.16, 0.00, 0.17]], "mulliken_charge": [-0.40, -0.48, 0.71, -0.47, -0.41, -0.38, 0.24, 0.22, 0.24, 0.27, 0.24, 0.23]}

=====

{"formula": "C4H6O2", "method": "ωB97M-V/def2-TZVPD", "orbital_gap_ev": 10.48, "smiles": "O=C1CC[C@@H]1O", "relative_energy_kj_mol": 180.9, "homo_energy_ev": -9.50, "total_charge": 0, "spin_multiplicity": 1, "symbols": ["O", "C", "C", "C", "C", "O", "H", "H", "H", "H", "H", "H"], "coordinates": [[1.6543, 0.2503, 0.5700], [0.7310, -0.6380, -0.0718], [-0.5981, -0.6742, 0.6905], [-1.1026, 0.5674, -0.0839], [0.1532, 0.5443, -0.9360], [0.6170, 1.2694, -1.7732], [2.2213, 0.5575, -0.1573], [1.2423, -1.5907, -0.2459], [-1.1976, -1.5651, 0.4758], [-0.4855, -0.5758, 1.7732], [-1.2775, 1.4733, 0.4973], [-1.9576, 0.3816, -0.7387]], "forces_ev_per_angstrom": [[0.62, -0.18, 0.71], [0.27, 0.53, 0.11], [-0.04, 0.02, 0.07], [-0.24, 0.20, 0.03], [-0.26, -0.38, -0.82], [-0.22, -0.63, 0.36], [0.00, 0.06, 0.46], [-0.31, 0.18, -0.78], [0.27, 0.09, 0.01], [-0.04, 0.11, -0.18], [0.06, 0.01, -0.16], [-0.11, 0.00, 0.19]], "mulliken_charge": [-0.53, 0.05, -0.68, -0.36, 0.33, -0.58, 0.31, 0.41, 0.26, 0.27, 0.28, 0.23]}

=====

{"formula": "C4H6O2", "method": "ωB97M-V/def2-TZVPD", "orbital_gap_ev": 8.94, "relative_energy_kj_mol": 531.0, "homo_energy_ev": -8.68, "total_charge": 0, "spin_multiplicity": 1, "symbols": ["C", "O", "C", "C", "C", "O", "H", "H", "H", "H", "H", "H"], "coordinates": [[1.9802, 1.0132, 0.6928], [1.5412, -0.2205, 0.8056], [0.7257, -0.5625, -0.3197], [-0.6840, -0.6923, 0.1769], [-1.5982, 0.4484, 0.1177], [-1.6763, -0.6116, -0.8303], [0.7392, 0.2822, -1.0348], [2.2415, 1.1558, -0.4078], [1.1344, -1.4588, -0.7802], [-0.8307, -1.4555, 0.9396], [-1.2510, 1.4063, -0.2756], [-2.4222, 0.5032, 0.8287]], "forces_ev_per_angstrom": [[1.64, -0.22, 0.71], [-0.42, 1.50, -0.29], [-0.30, -0.21, -0.92], [0.02, -0.30, 0.12], [0.01, 0.18, 0.19], [-0.10, -0.10, -0.08], [0.05, -0.64, 0.10], [-0.65, 0.19, 0.39], [-0.22, -0.21, -0.03], [-0.14, 0.06, -0.09], [-0.02, -0.22, 0.06], [0.13, -0.03, -0.16]], "mulliken_charge": [-0.20, -0.12, -0.67, 0.17, -0.45, -0.42, 0.44, 0.16, 0.25, 0.37, 0.20, 0.26]}

=====

{"formula": "C4H6O2", "method": "ωB97M-V/def2-TZVPD", "orbital_gap_ev": 10.08, "smiles": "OC/C=C1\\CO1", "relative_energy_kj_mol": 309.7, "homo_energy_ev": -9.25, "total_charge": 0, "spin_multiplicity": 1, "symbols": ["C", "O", "C", "C", "C", "O", "H", "H", "H", "H", "H", "H"], "coordinates": [[-0.8423, -1.1564, -0.6855], [-2.1072, -0.5324, -0.5283], [0.0301, 0.0273, -0.9416], [0.5382, 0.6806, 0.0926], [1.3022, 0.7633, 1.3014], [1.2342, 1.8182, 0.3020], [-0.5636, -1.6924, 0.2366], [-0.8682, -1.8693, -1.5122], [-0.0505, 0.5162, -1.9083], [-1.8050, 0.1877, 0.0609], [2.2587, 0.2421, 1.3195], [0.8735, 1.0150, 2.2630]], "forces_ev_per_angstrom": [[0.39, -0.06, -0.07], [-0.34, -0.02, 0.74], [0.48, 0.13, 0.19], [0.72, -0.40, -0.77], [0.07, -0.19, 0.47], [0.19, 0.33, -0.19], [0.09, 0.08, -0.27], [-0.13, 0.16, 0.05], [-0.04, 0.03, 0.16], [-1.17, -0.16, -0.38], [-0.14, 0.09, 0.10], [-0.11, 0.00, -0.04]], "mulliken_charge": [-0.36, -0.48, -0.59, 0.45, -0.13, -0.46, 0.21, 0.27, 0.26, 0.40, 0.21, 0.23]}

=====

{"formula": "C4H6O2", "method": "ωB97M-V/def2-TZVPD", "orbital_gap_ev": 10.13, "relative_energy_kj_mol": 577.9, "homo_energy_ev": -9.32, "total_charge": 0, "spin_multiplicity": 1, "symbols": ["O", "C", "C", "C", "C", "O", "H", "H", "H", "H", "H", "H"], "coordinates": [[3.1957, 0.3895, -0.4953], [0.4457, 0.2201, 0.4655], [-0.7842, 0.9046, -0.0760], [-1.5317, -0.3488, -0.4906], [-0.6636, -0.7821, 0.6752], [-0.8362, 0.5289, 1.3749], [3.2158, -0.5480, -0.7169], [2.4023, 0.4665, 0.0696], [-0.9344, 1.9582, -0.2959], [-2.6201, -0.3738, -0.3681], [-1.2166, -0.7536, -1.4561], [-0.6727, -1.6616, 1.3138]], "forces_ev_per_angstrom": [[0.02, -0.12, 0.01], [-0.07, -0.02, -0.03], [-0.07, 0.35, -0.19], [-0.03, -0.04, -0.10], [-0.01, -0.40, 0.12], [-0.09, 0.11, 0.24], [0.09, 0.12, 0.01], [0.02, 0.00, -0.07], [0.04, -0.17, 0.01], [0.14, 0.01, -0.01], [-0.05, 0.05, 0.13], [0.01, 0.13, -0.11]], "mulliken_charge": [-0.64, -0.83, 0.00, -0.54, 0.10, -0.25, 0.29, 0.59, 0.38, 0.24, 0.26, 0.39]}